This record from the Open Molecules 2025 dataset describes C29H40BClN12O4STi as an isolated structure. The level of theory is wB97M-V/def2-TZVPD.

Values from the calculation:
Gap between HOMO and LUMO ... 0.301 Eh
Energy relative to the best compared isomer or geometry (same formula, charge and spin) ... 0.0 kcal/mol
Multiplicity ... 1
Strongest force on any atom ... 0.0119 Eh/bohr
Lowest unoccupied orbital energy ... -0.006 eV

Last column: Mulliken charge in e.
Cartesian coordinates (Å):
Ti1 -0.63 -0.36 0.44  0.7303
C1 -1.45 1.25 5.22  -1.9785
C2 -1.65 1.10 3.72  2.0132
C3 -2.91 1.84 3.27  -1.3626
C4 -0.46 1.64 2.96  -0.2603
C5 0.54 2.51 3.42  -1.3674
C6 1.29 2.80 2.30  -0.5701
N1 0.79 2.13 1.26  0.5828
N2 -0.28 1.40 1.66  0.3687
B1 1.16 2.43 -0.24  0.3004
N3 2.25 1.60 -0.89  0.4502
C7 3.47 2.07 -1.22  -0.4077
C8 4.02 1.22 -2.15  -1.5782
C9 3.03 0.24 -2.36  0.0272
N4 1.99 0.46 -1.57  0.1733
C10 3.06 -0.83 -3.42  0.7014
C11 4.08 -1.92 -3.12  -1.3944
C12 1.67 -1.39 -3.71  -0.9664
N5 -0.13 2.34 -1.07  0.0198
C13 -0.68 3.32 -1.79  -0.8271
C14 -1.84 2.86 -2.35  -1.0339
C15 -1.95 1.53 -1.92  -0.3899
N6 -0.89 1.22 -1.16  1.0815
C16 -3.10 0.60 -2.17  1.6602
C17 -4.34 1.10 -1.43  -1.4515
C18 -3.37 0.45 -3.67  -1.7082
H1 -2.30 0.82 5.74  0.4500
H2 -0.54 0.73 5.55  0.3945
H3 -1.37 2.30 5.50  0.3400
H4 -2.23 -0.41 2.61  0.3269
H5 -2.81 2.91 3.45  0.4089
H6 -3.09 1.68 2.21  -0.0173
H7 -3.77 1.47 3.84  0.4268
H8 0.67 2.90 4.41  0.5417
H9 2.12 3.47 2.16  0.5989
H10 1.54 3.58 -0.24  -0.2764
H11 3.83 3.00 -0.81  0.5323
H12 4.97 1.31 -2.66  0.4951
H13 3.40 -0.31 -4.33  0.3904
H14 3.82 -2.48 -2.23  0.1443
H15 4.13 -2.63 -3.95  0.4227
H16 5.07 -1.49 -2.99  0.4087
H17 1.31 -1.95 -2.86  -0.3501
H18 0.97 -0.58 -3.92  0.2783
H19 1.70 -2.05 -4.58  0.5048
H20 -0.19 4.28 -1.83  0.4729
H21 -2.53 3.40 -2.98  0.5837
H22 -2.85 -0.38 -1.77  -0.6004
H23 -4.62 2.09 -1.77  0.3694
H24 -5.18 0.42 -1.61  0.4107
H25 -4.15 1.13 -0.35  0.1207
H26 -3.70 1.40 -4.10  0.3204
H27 -2.47 0.14 -4.21  0.3497
H28 -4.16 -0.28 -3.85  0.4502
O1 -2.70 -3.33 0.44  -0.6812
Cl1 -2.01 -2.91 1.74  0.5081
O2 -1.81 -0.30 3.48  -0.5658
O3 -0.64 -2.12 1.44  -0.3671
O4 -2.22 -0.28 0.71  -0.4823
N7 -0.96 -1.95 -1.31  0.0384
N8 -0.68 -3.33 -1.44  -0.7344
C19 0.42 -3.90 -0.85  0.4519
N9 0.28 -5.24 -0.68  -0.4926
S1 1.79 -3.09 -0.44  -0.3238
H29 -1.92 -1.93 -0.97  0.2095
H30 -0.91 -1.48 -2.21  0.3005
H31 -1.54 -3.86 -1.30  0.3576
H32 -0.42 -5.75 -1.19  0.1992
H33 1.13 -5.73 -0.47  0.2488
N10 3.67 -2.26 9.97  -0.5122
C20 3.49 -2.07 8.85  0.0137
C21 3.28 -1.82 7.46  0.5328
C22 4.19 -1.06 6.73  -0.9078
C23 3.97 -0.82 5.39  -0.6148
C24 2.84 -1.35 4.77  0.6496
C25 1.94 -2.12 5.48  -0.0591
C26 2.15 -2.35 6.83  -0.9539
N11 2.61 -1.08 3.40  0.4036
C27 3.55 -0.89 2.40  -0.8731
C28 2.84 -0.63 1.27  -1.0849
N12 1.49 -0.65 1.55  1.5281
C29 1.39 -0.92 2.83  -1.2010
H34 5.06 -0.65 7.22  0.4455
H35 4.66 -0.20 4.82  0.4758
H36 1.08 -2.55 4.98  0.6084
H37 1.44 -2.94 7.39  0.4500
H38 4.60 -1.00 2.58  0.5436
H39 3.21 -0.46 0.28  0.2480
H40 0.47 -0.99 3.39  0.3305